The following is a quantum chemistry calculation of C32H22N13O2S2W as an isolated structure, from the Open Molecules 2025 dataset.

Cartesian coordinates (Å):
W  1.101  -0.039  0.355
C  4.553  1.542  2.147
C  3.767  1.193  0.911
O  2.987  0.135  0.984
C  3.906  1.899  -0.255
C  3.162  1.596  -1.421
C  3.466  2.291  -2.714
N  2.171  0.703  -1.351
N  1.537  0.443  -2.542
C  0.629  -0.486  -2.409
O  0.491  -1.107  -1.267
C  -0.317  -0.779  -3.484
C  -0.258  -0.142  -4.723
C  -1.264  -0.348  -5.645
C  -2.337  -1.175  -5.345
C  -2.399  -1.811  -4.115
C  -1.396  -1.617  -3.188
H  4.118  1.024  2.999
H  4.519  2.615  2.319
H  5.589  1.228  2.033
H  4.597  2.726  -0.290
H  4.304  2.970  -2.578
H  2.594  2.851  -3.050
H  3.699  1.563  -3.490
H  0.563  0.526  -4.930
H  -1.237  0.163  -6.595
H  -3.136  -1.303  -6.060
H  -3.246  -2.434  -3.869
H  -1.442  -2.083  -2.211
N  -2.432  0.574  1.370
C  -2.102  -0.728  1.224
N  -3.107  -1.567  1.418
C  -2.802  -2.871  1.369
N  -3.828  -3.748  1.468
N  -1.587  -3.357  1.215
C  -0.602  -2.461  1.023
N  -0.822  -1.085  0.970
C  0.714  -2.959  0.890
C  0.967  -4.350  0.996
C  2.224  -4.838  0.799
C  3.255  -3.930  0.468
C  2.959  -2.590  0.400
N  1.745  -2.069  0.636
H  -3.423  0.753  1.355
H  -1.810  1.303  1.058
H  -4.697  -3.396  1.827
H  -3.584  -4.712  1.611
H  0.126  -4.985  1.229
H  2.432  -5.895  0.876
H  4.256  -4.276  0.272
H  3.737  -1.872  0.158
S  0.979  -0.174  2.982
C  -0.093  1.175  3.274
C  -1.055  1.088  4.269
C  -1.923  2.146  4.518
C  -2.910  2.032  5.514
N  -3.703  1.932  6.339
C  -1.800  3.340  3.773
C  -0.814  3.440  2.793
C  0.026  2.369  2.519
S  1.240  2.496  1.269
C  -2.665  4.422  4.023
N  -3.362  5.313  4.227
H  -1.134  0.174  4.839
H  -0.703  4.355  2.228
N  -0.353  1.120  -0.476
C  -1.056  1.441  -1.377
C  -2.017  1.841  -2.240
C  -1.738  2.588  -3.387
N  -1.528  3.230  -4.319
C  -3.330  1.455  -1.945
N  -4.401  1.134  -1.669

Summary:
- total charge = -1
- ΔE to the lowest compared entry with this formula, charge and spin (eV) = 1.525
- HOMO level (spin up / spin down) (eV) = -3.991 / -3.982
- M (g mol⁻¹) = 868.59